Record 1
This record from the Open Molecules 2025 dataset describes a structure of composition C8H27LiN6O8 in a non-equilibrium geometry. The level of theory is wB97M-V/def2-TZVPD.

Each line ends with the Mulliken charge.
Atoms and positions in Å:
O -1.340 -2.032 0.778  -0.719
O 0.084 2.786 -0.836  -0.288
O 4.216 -1.062 0.011  -0.487
O -1.330 -0.105 -1.592  -0.511
O 1.399 -4.636 1.178  -0.653
O 1.570 -0.803 -0.949  -0.442
O -0.446 1.067 1.448  -0.853
O -0.103 5.387 -2.530  -0.556
N 1.082 -2.576 2.093  -0.288
N -3.429 0.199 -2.397  -0.419
N -3.062 -3.218 1.659  -0.439
N -3.236 -0.977 1.533  -0.268
N 3.068 -3.578 2.399  -0.407
N -2.321 -1.723 -2.873  -0.408
C 2.352 0.379 -0.727  0.233
C 0.989 4.601 -2.075  -0.555
C 3.858 0.040 -0.785  -0.721
C 0.765 4.000 -0.691  -0.270
C -1.388 1.718 2.247  -0.974
C -2.487 -2.066 1.227  0.620
C 1.790 -3.700 1.869  0.580
C -2.271 -0.501 -2.266  0.583
Li -0.293 -0.486 0.066  1.087
H -4.079 -0.244 -3.016  0.136
H -2.406 1.527 1.866  0.333
H 4.023 -0.065 -1.857  0.403
H -1.302 2.812 2.175  0.228
H 3.606 -4.424 2.453  0.234
H 1.897 5.208 -2.075  0.384
H 4.423 0.909 -0.434  0.340
H -3.591 1.003 -1.821  0.226
H -1.532 -2.341 -2.930  0.208
H -2.741 -0.094 1.566  0.099
H 0.231 4.772 -0.128  0.284
H 2.100 1.106 -1.499  0.053
H -2.706 -4.155 1.614  0.233
H 0.075 2.287 0.006  0.166
H -4.026 -3.136 1.924  0.117
H 2.075 0.848 0.222  0.116
H -1.260 1.456 3.304  0.252
H 3.417 -2.644 2.422  0.174
H 0.122 -2.669 1.782  0.208
H 1.099 3.812 -2.831  0.256
H -0.850 4.787 -2.403  0.322
H 3.936 -0.873 0.911  0.278
H -4.156 -1.031 1.917  0.162
H 2.130 -1.585 -0.992  0.325
H -3.090 -1.987 -3.460  0.127
H 1.329 -1.969 2.849  0.211
H 1.809 3.975 -0.351  0.280

Calculated values
Frontier orbital gap   7.45 eV
LUMO energy   0.0048 Eh
E_tot   -1259.11701 Ha
Net charge   0
Molecular weight   342.28 g mol⁻¹


Record 2
This record from the Open Molecules 2025 dataset describes a cluster of 5 separate species, C18H47BO16S4Si in total in a non-equilibrium geometry. The level of theory is wB97M-V/def2-TZVPD.

Each line ends with the Mulliken charge.
Atoms and positions in Å:
S 3.355 -2.909 0.633  1.316
S -0.403 -4.389 3.601  1.298
S 6.526 1.225 3.405  1.180
S -7.020 -0.367 -3.297  1.281
Si -1.862 4.435 -0.805  0.357
O -1.734 -5.226 3.865  -0.272
O 5.921 2.354 2.769  -0.639
O -7.830 0.808 -3.399  -0.627
O -7.230 -1.307 -2.243  -0.661
O 0.543 -4.699 4.627  -0.685
O 3.505 -1.356 0.922  -0.177
O 7.523 0.533 2.370  -0.196
O -0.756 -3.032 3.320  -0.645
O 1.217 1.181 -2.729  -0.416
O -3.874 3.904 -3.621  -0.580
O 2.851 -3.571 1.799  -0.644
O -7.044 -1.143 -4.686  -0.265
O 2.720 -3.091 -0.634  -0.704
O 7.183 1.367 4.665  -0.616
O -5.161 2.979 -1.862  -0.620
O 0.307 1.360 -0.720  -0.351
C -3.095 -3.760 5.301  -0.975
C -9.412 -1.097 -5.364  -0.988
C 1.433 -0.729 2.104  -0.755
C 9.673 1.672 2.752  -1.002
C 0.067 -5.175 2.099  -0.559
C -8.205 -1.939 -4.995  -0.375
C 0.803 4.669 -1.889  -0.632
C -2.376 -5.086 5.146  -0.356
C 1.868 2.465 -2.613  -0.619
C 5.364 -0.091 3.507  -0.809
C -2.610 2.900 -1.619  -0.311
C 2.317 -0.526 0.891  -0.501
C 0.281 0.972 -1.817  0.011
C -0.585 5.332 -1.854  -0.919
C -5.333 0.121 -3.335  -0.999
C 0.968 3.635 -3.007  -0.606
C 8.555 1.349 1.781  -0.400
C 5.072 -3.269 0.487  -1.016
B -3.924 3.277 -2.372  0.505
H -0.938 5.566 -2.848  0.414
H 0.944 -4.650 1.721  0.041
H -5.154 0.681 -4.251  0.388
H -10.233 -1.738 -5.685  0.381
H 8.113 2.258 1.366  0.350
H 5.163 -4.346 0.365  0.398
H 1.012 4.222 -0.925  0.327
H 1.769 -0.702 -0.033  0.356
H -3.790 -3.603 4.476  0.259
H 8.946 0.769 0.947  0.262
H -4.700 -0.761 -3.286  0.433
H -5.755 2.842 -2.616  0.329
H -1.644 -5.237 5.942  0.328
H 1.010 -1.730 2.133  0.137
H -3.093 -5.903 5.205  0.266
H 5.576 -2.952 1.396  0.272
H 5.884 -0.996 3.810  0.376
H 2.269 2.587 -1.618  0.262
H -9.164 -0.405 -6.168  0.266
H -1.250 4.019 0.474  -0.157
H 0.029 3.277 -3.409  0.426
H 2.709 2.411 -3.279  0.426
H -2.852 2.215 -0.818  0.250
H -0.570 0.394 -2.181  0.573
H 2.674 0.502 0.866  0.301
H -0.438 6.296 -1.378  0.409
H 1.519 5.457 -2.050  0.433
H -1.948 2.404 -2.314  0.049
H 2.005 -0.592 3.023  0.217
H -9.758 -0.505 -4.518  0.307
H -7.917 -2.560 -5.840  0.270
H -2.396 -2.926 5.302  0.296
H 4.629 0.185 4.261  0.434
H 0.608 -0.019 2.087  0.396
H 0.307 -6.215 2.304  0.349
H 5.469 -2.754 -0.383  0.335
H 10.075 0.758 3.191  0.265
H 9.322 2.300 3.569  0.311
H -0.754 -5.094 1.391  0.315
H -3.647 -3.739 6.241  0.384
H -5.158 0.759 -2.473  0.265
H 1.484 4.129 -3.814  0.400
H 10.475 2.203 2.239  0.384
H -8.426 -2.606 -4.160  0.343
H -2.963 5.387 -0.516  -0.221
H -3.924 4.858 -3.468  0.294
H 4.884 -0.218 2.541  0.075

Calculated values
Frontier orbital gap   10.85 eV
LUMO energy   0.0132 Eh
E_tot   -3825.01337 Ha
Net charge   0
Molecular weight   686.72 g mol⁻¹


Among the records above, which one has the highest molecular weight?
C18H47BO16S4Si